The following is a DFT calculation (wB97M-V/def2-TZVPD) of a single C4H7NO molecule.

Max |F|   3.0 eV Å⁻¹
SMILES string   C=CC/N=C\O
Energy relative to the best compared isomer or geometry (same formula, charge and spin)   288.2 kJ/mol
HOMO level   -0.359 hartree

The geometry in XYZ format:
```
13
C4H7NO | the OMol25 dataset | wB97M-V/def2-TZVPD
O 0.45 0.27 -1.81
N 1.19 0.63 0.33
C -0.21 1.04 0.48
C -0.47 -1.31 0.76
C -1.05 -0.22 0.23
C 1.43 0.29 -0.88
H -2.10 -0.23 -0.08
H 0.34 -1.17 1.47
H -0.39 -0.11 -1.24
H -0.38 1.36 1.51
H -0.79 -2.33 0.57
H -0.44 1.87 -0.20
H 2.42 -0.10 -1.14
```

Atomic partial charges in e from the Mulliken method, atoms 1 to 6:
1 O -0.54
2 N -0.57
3 C -0.46
4 C -0.47
5 C -0.55
6 C 0.12

The following is a DFT calculation (wB97M-V/def2-TZVPD) of a single C6H16N2 molecule.

Max |F|   5.8 eV Å⁻¹
SMILES string   CCN[C@H](CC)CN
Energy relative to the best compared isomer or geometry (same formula, charge and spin)   226.7 kJ/mol
HOMO level   -0.312 hartree

The geometry in XYZ format:
```
24
C6H16N2 | the OMol25 dataset | wB97M-V/def2-TZVPD
N -2.16 1.84 0.38
N 0.51 -0.75 0.85
C 1.02 0.63 -1.10
C 0.25 -3.20 1.40
C 0.12 -2.11 0.33
C -0.65 1.69 0.79
C -0.06 0.44 0.00
C 0.69 1.76 -2.12
H -0.34 1.74 -2.41
H -0.95 -0.05 -0.48
H 1.10 -0.25 -1.66
H -0.40 1.47 1.76
H -2.68 1.58 1.24
H 1.40 1.75 -2.95
H 1.31 -3.48 1.56
H -0.20 2.52 0.29
H -1.02 -2.01 0.17
H 0.75 2.71 -1.41
H 1.91 0.94 -0.53
H -0.01 -2.83 2.39
H 0.69 -2.32 -0.58
H -2.40 2.72 0.02
H 1.54 -0.71 0.88
H -0.42 -4.07 1.19
```

Atomic partial charges in e from the Mulliken method, atoms 1 to 6:
1 N -0.55
2 N -0.35
3 C -0.79
4 C -1.20
5 C -0.14
6 C -0.84

The following is a DFT calculation (wB97M-V/def2-TZVPD) of 2 unconnected molecules or ions with the total composition C5H6N2S.

Max |F|   4.2 eV Å⁻¹
Energy relative to the best compared isomer or geometry (same formula, charge and spin)   524.7 kJ/mol
HOMO level (spin up / spin down)   -0.336 / -0.258 hartree

The geometry in XYZ format:
```
14
C5H6N2S | the OMol25 dataset | wB97M-V/def2-TZVPD
S 1.10 2.13 -0.07
N -0.55 0.33 0.48
N -1.55 -0.39 0.98
C -0.49 1.66 0.31
C 1.56 0.42 -0.66
C 0.53 -0.42 0.04
C -1.15 -1.65 0.83
C 0.13 -1.73 0.27
H -0.96 1.91 -1.93
H 0.66 -2.69 0.07
H -1.32 2.24 0.41
H 1.33 0.39 -1.64
H 2.55 0.15 -0.29
H -1.84 -2.33 1.19
```

Atomic partial charges in e from the Mulliken method, atoms 1 to 6:
1 S -0.10
2 N 0.91
3 N -1.24
4 C -0.44
5 C -0.42
6 C 0.12

The following is a DFT calculation (wB97M-V/def2-TZVPD) of 4 unconnected molecules or ions with the total composition C2H12N2O3.

Multiplicity   2
Max |F|   2.8 eV Å⁻¹
Total charge   +1
Energy relative to the best compared isomer or geometry (same formula, charge and spin)   318.1 kJ/mol
HOMO level (spin up / spin down)   -0.502 / -0.502 hartree

The geometry in XYZ format:
```
19
C2H12N2O3 | the OMol25 dataset | wB97M-V/def2-TZVPD
O 1.58 -0.48 1.90
O -2.33 -4.77 -2.02
O 3.43 -0.86 -0.61
N -0.65 1.93 0.68
N -0.99 -0.25 -0.16
C -1.39 1.04 0.14
C -0.67 3.29 0.07
H -1.70 3.63 0.16
H -2.29 1.24 -0.50
H 1.83 0.06 1.13
H 0.10 3.96 0.43
H -1.14 -0.94 0.59
H 3.32 -1.09 0.33
H -0.53 3.06 -0.99
H 0.04 -0.32 -0.10
H 1.34 0.25 2.50
H -2.38 -4.28 -1.19
H 4.02 -0.11 -0.46
H -1.60 -5.38 -1.88
```

Atomic partial charges in e from the Mulliken method, atoms 1 to 6:
1 O -0.62
2 O -0.62
3 O -0.66
4 N -0.05
5 N -0.43
6 C 0.20

The following is a DFT calculation (wB97M-V/def2-TZVPD) of a molecular structure, C6H16N2.

Max |F|   5.4 eV Å⁻¹
Energy relative to the best compared isomer or geometry (same formula, charge and spin)   568.5 kJ/mol
HOMO level   -0.304 hartree

The geometry in XYZ format:
```
24
C6H16N2 | the OMol25 dataset | wB97M-V/def2-TZVPD
N 1.08 -0.43 -0.90
N -3.37 0.14 -0.86
C -1.41 -0.89 -0.05
C 0.12 -0.17 1.92
C 0.03 -0.78 0.46
C -2.26 0.39 -0.08
C 2.72 1.33 -0.74
C 2.45 -0.23 -0.59
H -3.32 0.42 -1.88
H -1.30 -1.08 -1.22
H 3.00 -0.90 -1.28
H -3.79 -0.78 -0.75
H 0.36 -1.79 0.58
H -1.62 1.18 -0.57
H 2.66 1.59 -1.80
H -2.12 -1.73 0.34
H 3.83 1.52 -0.44
H -0.28 0.91 1.90
H 1.19 -0.14 2.28
H 0.39 0.16 -0.14
H -2.58 0.66 0.97
H 1.93 1.74 -0.13
H 2.87 -0.33 0.37
H -0.55 -0.79 2.59
```

Atomic partial charges in e from the Mulliken method, atoms 1 to 6:
1 N -0.41
2 N -0.55
3 C -0.74
4 C -1.20
5 C 0.39
6 C -0.38

The following is a DFT calculation (wB97M-V/def2-TZVPD) of 6 unconnected molecules or ions with the total composition H12S6.

Max |F|   1.3 eV Å⁻¹
SMILES string   S.S.S.S.S.S
Energy relative to the best compared isomer or geometry (same formula, charge and spin)   10.0 kJ/mol
HOMO level   -0.358 hartree

The geometry in XYZ format:
```
18
H12S6 | the OMol25 dataset | wB97M-V/def2-TZVPD
S 7.14 -0.20 -0.06
S -3.97 -3.80 -1.23
S -3.52 -1.48 6.32
S -3.46 -0.20 -2.45
S 4.88 -0.51 -4.32
S -0.95 6.06 1.73
H -2.26 -1.04 6.60
H -3.30 1.09 -2.30
H 6.20 -0.60 0.79
H -0.08 5.20 1.19
H -0.01 6.51 2.57
H 6.44 -0.48 -1.14
H -3.53 -0.63 5.26
H -4.41 -3.20 -0.12
H 3.56 -0.67 -4.06
H -3.45 -0.64 -1.19
H 4.70 -0.22 -5.61
H -4.70 -3.14 -2.15
```

Atomic partial charges in e from the Mulliken method, atoms 1 to 6:
1 S -0.26
2 S -0.32
3 S -0.30
4 S -0.26
5 S -0.31
6 S -0.29

The following is a DFT calculation (wB97M-V/def2-TZVPD) of a molecular structure, C35H32N4OOsP2.

Max |F|   1.1 eV Å⁻¹
Total charge   +4
HOMO level (spin up / spin down)   -0.697 / -0.697 hartree

The geometry in XYZ format:
```
75
C35H32N4OOsP2 | the OMol25 dataset | wB97M-V/def2-TZVPD
Os -0.10 -0.38 -0.28
P -0.02 1.37 -2.02
P 0.54 -0.63 2.02
O -3.02 -0.50 -0.13
N -1.90 -0.47 -0.17
N 1.88 0.09 -0.38
N 0.61 -6.27 -1.97
N 0.11 -2.28 -0.92
C 0.04 0.97 2.61
C -1.35 1.20 2.74
C 0.11 -3.10 5.14
C -0.96 -3.14 -1.07
C -2.15 -0.06 -5.11
C -2.92 2.20 -4.69
C 0.98 3.85 -1.31
C -1.27 4.46 0.24
C 2.37 -0.67 1.89
C -1.20 1.24 -3.33
C -1.80 2.38 3.29
C -0.26 5.40 0.05
C -1.17 3.21 -0.36
C 0.45 -5.01 -1.64
C -0.04 -1.97 3.02
C -2.04 2.32 -3.64
C -1.06 -2.83 2.62
C -0.84 -4.44 -1.41
C -0.89 3.35 3.70
C 0.55 -2.10 4.29
C 4.03 0.56 0.22
C -2.98 1.02 -5.43
C 1.35 -2.82 -1.16
C 0.86 5.09 -0.71
C 1.55 -4.12 -1.50
C 1.70 1.02 -2.62
C 0.95 1.96 3.01
C 3.85 1.03 -1.05
C 2.80 -0.02 0.64
C -0.04 2.90 -1.13
C 0.48 3.14 3.56
C -1.50 -3.82 3.48
C 2.50 0.73 -1.42
C -1.26 0.04 -4.06
C -0.91 -3.96 4.74
H -0.18 -6.90 -2.08
H -2.86 2.54 3.43
H -0.62 -0.80 -3.83
H -3.67 0.94 -6.26
H 1.61 0.15 -3.27
H 2.02 1.81 2.92
H -2.06 0.42 2.50
H 1.18 3.90 3.89
H 0.56 -3.21 6.12
H 2.09 1.84 -3.22
H 1.32 -1.42 4.62
H -2.30 -4.49 3.19
H 1.85 3.64 -1.91
H 2.20 -2.16 -1.08
H -2.20 -0.96 -5.70
H -1.74 -5.04 -1.52
H -1.97 2.49 -0.23
H -1.98 3.24 -3.08
H -1.53 -2.73 1.65
H -3.57 3.03 -4.95
H -0.35 6.38 0.50
H 2.86 -0.22 2.76
H 4.93 0.61 0.82
H -1.95 -2.73 -0.93
H 2.57 -4.46 -1.68
H 1.64 5.83 -0.86
H -2.14 4.71 0.82
H 1.52 -6.67 -2.14
H -1.26 -4.73 5.41
H 2.65 -1.74 1.91
H -1.24 4.26 4.16
H 4.58 1.52 -1.68
```

Atomic partial charges in e from the Mulliken method, atoms 1 to 6:
1 Os -0.22
2 P 0.00
3 P 0.36
4 O -0.41
5 N 1.08
6 N 1.76

The following is a DFT calculation (wB97M-V/def2-TZVPD) of 2 unconnected molecules or ions with the total composition C6H15NO.

Max |F|   1.3 eV Å⁻¹
SMILES string   C=CCCCCN.O
Energy relative to the best compared isomer or geometry (same formula, charge and spin)   167.1 kJ/mol
HOMO level   -0.355 hartree

The geometry in XYZ format:
```
23
C6H15NO | the OMol25 dataset | wB97M-V/def2-TZVPD
O -1.08 -3.21 2.46
N -2.25 -0.85 0.92
C 2.72 0.40 0.08
C -0.36 1.02 -1.44
C -0.70 1.01 0.04
C 2.15 1.14 -0.85
C -0.89 -0.43 0.59
C 1.10 0.69 -1.81
H 0.17 1.38 0.59
H 1.24 1.03 -2.83
H 2.35 -0.59 0.30
H -1.02 0.33 -1.96
H -0.51 -1.13 -0.17
H -0.30 -0.59 1.49
H -1.61 -2.65 1.86
H -2.70 -0.11 1.45
H -1.55 1.64 0.30
H -2.81 -0.99 0.08
H 1.24 -0.39 -1.93
H -0.63 1.98 -1.88
H -0.59 -2.62 3.04
H 3.56 0.78 0.66
H 2.47 2.18 -0.98
```

Atomic partial charges in e from the Mulliken method, atoms 1 to 6:
1 O -0.68
2 N -0.60
3 C -0.68
4 C -0.96
5 C -0.39
6 C -0.21

The following is a DFT calculation (wB97M-V/def2-TZVPD) of 2 unconnected molecules or ions with the total composition C4H10O2.

Max |F|   0.3 eV Å⁻¹
Energy relative to the best compared isomer or geometry (same formula, charge and spin)   427.4 kJ/mol
HOMO level (spin up / spin down)   -0.328 / -0.328 hartree

The geometry in XYZ format:
```
16
C4H10O2 | the OMol25 dataset | wB97M-V/def2-TZVPD
O -0.02 0.37 1.87
O -0.43 -0.56 -0.32
C 0.70 -0.25 -1.13
C -1.26 0.97 1.96
C 1.54 -1.49 -1.37
C -1.29 1.20 0.51
H 0.33 0.14 -2.08
H -0.12 -0.52 0.65
H -1.28 1.90 2.55
H 2.40 -1.26 -2.01
H 0.95 -2.28 -1.84
H 1.29 0.53 -0.64
H -0.59 1.93 0.12
H 1.93 -1.88 -0.42
H -2.07 0.87 -0.16
H -2.08 0.32 2.31
```

Atomic partial charges in e from the Mulliken method, atoms 1 to 6:
1 O -0.74
2 O -0.53
3 C -0.15
4 C -0.25
5 C -1.15
6 C -0.18

The following is a DFT calculation (wB97M-V/def2-TZVPD) of a single C2H5N2O2P molecule.

Max |F|   3.0 eV Å⁻¹
Energy relative to the best compared isomer or geometry (same formula, charge and spin)   434.5 kJ/mol
HOMO level (spin up / spin down)   -0.324 / -0.283 hartree

The geometry in XYZ format:
```
12
C2H5N2O2P | the OMol25 dataset | wB97M-V/def2-TZVPD
P -0.89 -0.65 -1.30
O -0.52 -0.44 0.27
O -0.33 0.97 3.47
N 1.44 0.31 -2.00
N 0.59 -0.63 -1.99
C -0.45 0.25 2.47
C -0.89 0.54 1.18
H -0.06 -0.82 2.40
H 2.25 0.05 -2.54
H 1.41 1.18 -1.49
H -0.88 -2.09 -1.39
H -1.68 1.32 0.94
```

Atomic partial charges in e from the Mulliken method, atoms 1 to 6:
1 P 0.00
2 O -0.17
3 O -0.50
4 N -0.18
5 N -0.25
6 C 0.05

The following is a DFT calculation (wB97M-V/def2-TZVPD) of a molecular structure, C46H55I2N8O6SSr.

Max |F|   5.8 eV Å⁻¹
Total charge   -1
Energy relative to the best compared isomer or geometry (same formula, charge and spin)   596.0 kJ/mol
HOMO level (spin up / spin down)   -0.164 / -0.164 hartree

The geometry in XYZ format:
```
119
C46H55I2N8O6SSr | the OMol25 dataset | wB97M-V/def2-TZVPD
I 1.07 -3.02 5.06
I 0.37 -1.71 2.63
Sr 0.47 0.66 0.80
S 1.81 -3.52 0.13
O -0.91 0.76 2.54
O -0.58 -1.33 0.92
O 4.46 0.92 1.01
O -1.38 2.06 4.29
O 3.26 -0.17 6.22
O 2.52 -0.18 0.85
N -2.66 -0.16 0.19
N 4.04 -3.18 1.50
N 3.95 -2.23 -0.62
N 0.10 -1.54 -0.12
N -0.94 2.09 0.00
N 1.01 0.38 -1.39
N 1.60 1.34 2.78
N -0.57 -2.00 -1.14
C -6.64 -2.14 -0.08
C 1.36 2.57 -0.42
C 0.53 6.18 -0.38
C 2.85 0.92 2.81
C 3.53 -3.95 2.60
C -2.92 -2.49 -0.43
C -3.10 2.07 1.05
C -4.63 0.10 1.36
C -3.41 0.73 0.86
C -5.60 0.74 2.29
C -0.62 1.42 3.58
C 3.36 0.57 1.43
C -5.01 0.72 3.70
C 1.31 -1.68 -2.66
C -1.91 2.69 0.68
C 0.13 -4.25 -4.00
C -3.72 -4.08 -3.49
C -0.19 4.12 0.76
C -1.50 4.02 1.12
C -2.00 5.03 3.35
C 3.35 -2.89 0.39
C -5.64 -2.23 1.08
C 0.71 5.30 0.86
C 3.48 0.48 3.96
C 1.71 1.51 -1.22
C 3.20 -0.02 -5.16
C 2.90 1.50 -2.04
C 1.37 0.79 5.08
C -0.13 -3.52 -5.32
C 3.18 3.67 -3.19
C 0.13 2.89 0.08
C 2.88 0.31 -2.71
C -2.33 5.02 1.85
C 0.87 1.28 3.89
C -2.69 -4.70 -2.54
C 1.70 -0.39 -2.25
C 3.82 -0.18 -3.77
C -1.78 -2.73 -1.16
C -1.63 -3.72 -2.18
C 0.20 -2.38 -2.25
C -4.59 -1.18 0.94
C -3.33 -1.33 0.22
C 5.27 -1.63 -0.55
C 3.81 2.66 -2.23
C 2.71 0.38 5.12
C -0.43 -3.50 -2.83
H 1.75 4.98 0.93
H 2.98 3.19 -4.16
H -3.23 -3.76 -4.40
H 1.91 -2.15 -3.42
H -2.12 4.03 3.77
H -3.39 4.80 1.70
H 4.02 3.14 -1.27
H 1.21 -4.36 -3.85
H 0.48 5.88 1.76
H -3.66 -3.28 -0.47
H -7.41 -2.90 0.01
H -6.55 0.18 2.27
H 5.26 -0.69 0.01
H -6.18 -2.08 2.02
H 4.49 0.13 3.94
H -7.11 -1.17 -0.10
H -4.19 -3.21 -3.03
H 3.02 1.03 -5.38
H 2.58 -0.55 6.79
H 3.51 -3.36 3.51
H 2.23 4.02 -2.80
H -3.81 2.65 1.62
H 4.15 -4.84 2.76
H 0.29 -2.52 -5.28
H -2.14 6.02 1.43
H 0.78 5.62 -1.29
H -5.68 1.19 4.42
H 4.05 -1.23 -3.61
H 4.75 0.39 -3.73
H -2.65 5.72 3.88
H 3.88 -0.41 -5.92
H -5.20 -3.23 1.11
H 2.15 3.28 -0.21
H -0.97 5.33 3.51
H 0.72 0.66 5.93
H -4.05 1.23 3.72
H -4.50 -4.80 -3.74
H -5.82 1.77 1.98
H 2.51 -4.26 2.37
H 3.84 4.52 -3.35
H 0.34 -4.06 -6.15
H -6.13 -2.29 -1.04
H 5.61 -1.43 -1.56
H -1.19 -3.44 -5.51
H -0.51 6.51 -0.47
H -0.30 -5.25 -4.04
H -2.23 -5.57 -3.02
H 3.31 -1.75 -1.24
H -3.19 -5.05 -1.63
H -4.83 -0.31 4.01
H 5.97 -2.34 -0.09
H 2.26 -0.55 -5.23
H 4.88 -2.66 1.68
H 1.17 7.07 -0.34
H 4.77 2.32 -2.62
```

Atomic partial charges in e from the Mulliken method, atoms 1 to 6:
1 I -0.50
2 I 0.81
3 Sr 0.95
4 S -0.53
5 O -0.11
6 O -1.17

The following is a DFT calculation (wB97M-V/def2-TZVPD) of a single C6H10 molecule.

Max |F|   0.5 eV Å⁻¹
SMILES string   CC#CC(C)C
Energy relative to the best compared isomer or geometry (same formula, charge and spin)   113.7 kJ/mol
HOMO level   -0.344 hartree

The geometry in XYZ format:
```
16
C6H10 | the OMol25 dataset | wB97M-V/def2-TZVPD
C 0.50 -0.91 1.82
C -0.27 -0.22 -0.45
C 0.00 -0.47 -3.10
C -0.18 1.48 1.32
C -0.43 0.00 1.00
C -0.13 -0.35 -1.64
H -1.47 -0.24 1.26
H -0.36 1.69 2.38
H 0.96 -0.05 -3.44
H -0.80 0.07 -3.61
H -0.84 2.13 0.73
H 0.28 -1.96 1.64
H 0.38 -0.70 2.89
H -0.03 -1.51 -3.42
H 1.54 -0.73 1.55
H 0.86 1.75 1.08
```

Atomic partial charges in e from the Mulliken method, atoms 1 to 6:
1 C -1.32
2 C -0.53
3 C -1.32
4 C -1.37
5 C 0.54
6 C 0.86

no.,DFT total energy (a.u.),M (u)
1,-286.52188,85.1
2,-347.63847,116.2
3,-701.63910,126.2
4,-418.22506,112.1
5,-347.50830,116.2
6,-2396.23925,204.5
7,-2419.05003,776.8
8,-367.56764,117.2
9,-308.73538,90.1
10,-680.40454,120.0
11,-3699.63717,1189.5
12,-234.55921,82.1